[1]
The following is a quantum chemistry calculation of a 10-piece molecular cluster, C44H114N6O20 overall at a distorted geometry, from OMol25.

```
184
Properties=species:S:1:pos:R:3:mulliken_charge:R:1
C -2.0564 -2.9211 3.0240 0.11
O -1.1332 -2.2394 3.8758 -0.47
C -1.3088 -0.8724 3.9072 0.61
C -0.2277 -0.3099 4.7655 -1.29
N 1.0995 -0.1672 4.1103 0.01
C 2.0336 -1.3193 3.9934 -1.00
C 3.3547 -0.8088 3.4279 -0.10
O 4.2883 -1.8255 3.3076 -0.38
C 5.5108 -1.3249 2.9070 -0.64
H -1.7432 -2.6910 1.9746 -0.50
H -3.1123 -2.6094 3.2192 0.19
H -2.0098 -3.9913 3.2641 0.35
H -2.3242 -0.6664 4.2958 0.59
H -1.3743 -0.3936 2.9068 -0.66
H -0.2444 -0.8973 5.6843 0.40
H -0.5323 0.7466 5.0106 0.34
H 1.6133 0.5200 4.6952 0.32
H 1.5622 -2.0963 3.3863 0.09
H 2.2754 -1.7564 5.0021 0.46
H 3.7257 0.0366 4.0408 0.55
H 3.1800 -0.4360 2.3909 0.14
H 5.5186 -0.8815 1.8516 0.16
H 6.1493 -2.2001 2.9296 0.27
H 5.8959 -0.5168 3.5254 0.36
C -2.0976 8.6507 -1.5635 -0.56
O -2.7569 8.1135 -0.4175 -0.36
C -1.8152 8.0162 0.6872 -0.42
C -2.4686 7.2983 1.8410 -0.89
N -2.7323 5.8883 1.5565 0.23
C -3.7675 5.3150 2.3545 -1.58
C -3.7180 3.8080 2.2150 0.92
O -3.9941 3.4900 0.8473 -0.58
C -3.6625 2.1056 0.4957 0.72
H -1.7617 9.6512 -1.2896 0.31
H -2.8489 8.7183 -2.3020 0.30
H -1.2161 8.0754 -1.9023 0.10
H -1.6029 9.0795 0.8826 0.51
H -0.8467 7.5753 0.3432 0.12
H -3.3590 7.8795 2.0495 0.38
H -1.7668 7.4434 2.6967 0.30
H -3.0595 5.6644 0.5806 0.16
H -4.7604 5.6012 2.0070 0.45
H -3.6160 5.5726 3.3787 0.59
H -4.4812 3.3184 2.8555 0.25
H -2.7049 3.4938 2.5009 -0.64
H -3.9058 2.1947 -0.5533 0.20
H -4.3118 1.4208 1.0694 -0.38
H -2.6029 1.8903 0.7593 -0.39
C -8.3563 2.0360 4.0545 -0.69
O -8.1017 1.4373 2.7864 -0.34
C -7.0259 0.5398 2.8855 -0.48
C -6.7363 -0.0068 1.5144 -0.70
N -5.6136 -0.9184 1.5644 0.16
C -5.4134 -1.7600 0.4293 -1.09
C -4.4602 -1.0337 -0.5281 0.81
O -4.2943 -1.8029 -1.7201 -0.55
C -3.1662 -1.3265 -2.4223 -0.24
H -8.5095 1.3227 4.8956 0.28
H -9.2342 2.6873 4.0347 0.27
H -7.4800 2.6414 4.3310 0.26
H -7.3354 -0.1944 3.6677 0.38
H -6.1288 0.9587 3.2917 0.35
H -6.4914 0.8490 0.8614 0.21
H -7.6417 -0.5042 1.1116 0.38
H -5.7579 -1.5027 2.3683 0.22
H -6.2964 -2.0086 -0.1057 0.37
H -4.9083 -2.6903 0.7219 0.13
H -3.4755 -0.9261 0.0031 -0.26
H -4.7892 -0.0213 -0.8511 0.20
H -3.0777 -0.2359 -2.2883 0.09
H -3.3060 -1.4923 -3.4777 0.45
H -2.2310 -1.7822 -2.1298 -0.09
C -3.3029 -5.9485 -0.4894 -0.65
O -1.9765 -6.1535 -0.0911 -0.43
C -1.1510 -4.9800 -0.1037 0.31
C 0.2656 -5.3899 0.0919 0.82
N 0.7053 -6.3504 -0.9745 0.09
C 1.7385 -7.2978 -0.5992 -0.66
C 1.3053 -8.5233 0.1643 -0.84
O 0.3798 -9.2948 -0.5934 -0.29
C -0.1277 -10.3883 0.0585 -0.82
H -3.3955 -5.5558 -1.5376 0.32
H -3.7978 -5.1931 0.1438 0.16
H -3.8319 -6.9280 -0.4293 0.25
H -1.4699 -4.3200 0.7042 -0.16
H -1.2526 -4.3928 -1.0562 0.23
H 0.4568 -5.8236 1.0831 0.36
H 0.9233 -4.5211 0.0075 -1.19
H -0.1096 -6.8336 -1.2552 0.38
H 2.5610 -6.8918 -0.0478 0.21
H 2.2165 -7.7001 -1.4933 0.39
H 0.8609 -8.2079 1.0790 0.39
H 2.1486 -9.1072 0.4621 0.60
H 0.5217 -11.1886 0.3685 0.31
H -0.9709 -10.7569 -0.5517 0.25
H -0.5579 -10.0045 1.0065 0.33
C 3.3499 -4.1483 1.4974 -0.36
O 3.3459 -3.9418 0.1516 -0.11
C 4.1835 -2.8616 -0.2630 -0.56
C 4.0118 -2.7359 -1.7839 0.30
N 4.5597 -1.4751 -2.3354 -0.09
C 5.5232 -1.7358 -3.4177 -0.65
C 6.5178 -0.6173 -3.6083 -0.75
O 7.0233 -0.2381 -2.2881 -0.34
C 8.0112 0.7810 -2.1900 -0.79
H 2.6127 -4.9024 1.7166 0.29
H 3.1930 -3.2346 2.0733 -0.22
H 4.3320 -4.4737 1.9017 0.33
H 5.2559 -3.1561 -0.0645 0.41
H 3.9130 -1.9878 0.2793 0.11
H 2.9508 -2.8709 -2.0713 -0.85
H 4.5262 -3.5887 -2.1709 0.66
H 5.0734 -0.8830 -1.6963 0.33
H 4.9276 -1.7871 -4.3602 0.11
H 6.1512 -2.5716 -3.2452 0.53
H 6.1578 0.3115 -4.0815 0.36
H 7.4114 -0.9029 -4.1537 0.49
H 7.9657 1.0404 -1.1240 0.24
H 7.6644 1.6202 -2.7904 0.33
H 8.9989 0.4399 -2.4672 0.25
C 2.0261 8.4382 -3.2990 -0.75
O 1.9338 7.1014 -2.8085 -0.32
C 2.4301 6.9411 -1.4505 -0.42
C 2.2494 5.5465 -1.0719 -0.77
N 0.8080 5.1304 -1.1303 0.02
C 0.5398 3.7157 -0.9571 0.84
C -0.9538 3.4241 -1.0584 0.61
O -1.1857 2.1093 -1.4495 0.33
C -0.9444 1.9290 -2.8395 -0.82
H 3.0581 8.7311 -3.4734 0.29
H 1.5230 9.1041 -2.5345 0.30
H 1.4102 8.4441 -4.1848 0.24
H 1.8356 7.5892 -0.7973 0.26
H 3.5278 7.2607 -1.3732 0.38
H 2.5305 5.3084 -0.0328 0.39
H 2.9152 4.9749 -1.6675 0.26
H 0.4767 5.4404 -2.0141 0.31
H 0.9890 3.4252 -0.0077 0.19
H 1.0690 3.0660 -1.6611 -1.20
H -1.4263 4.1387 -1.7636 0.69
H -1.4582 3.5925 -0.0818 -1.55
H 0.0744 2.2354 -3.0493 0.37
H -1.6235 2.5405 -3.4088 0.32
H -0.9844 0.8500 -2.9932 -0.02
O 2.4422 0.3979 -2.1886 -0.31
C 2.8915 1.1911 -3.3042 0.11
C 2.2440 0.8727 -4.6790 -0.55
O 2.8588 -0.2869 -5.2501 -0.61
H 2.9826 -0.4663 -2.2342 0.11
H 2.5179 2.2062 -3.0566 -0.09
H 3.9918 1.1431 -3.3278 0.18
H 2.4394 1.7222 -5.3583 0.45
H 1.1565 0.7860 -4.5406 0.16
H 2.3692 -1.0884 -4.9849 0.27
O 0.0833 3.3220 4.9201 -0.51
C -0.0123 3.8999 3.6291 -0.66
C -0.0713 2.7710 2.5722 1.42
O 1.1745 2.1393 2.3856 -0.68
H 0.6980 3.8369 5.4188 0.33
H -0.9755 4.3947 3.5287 -0.07
H 0.8512 4.5453 3.4553 0.50
H -0.4070 3.2459 1.6158 -0.37
H -0.8808 2.1058 2.8478 -0.07
H 1.0964 1.2243 2.6057 -0.17
O 0.7300 -2.0512 -4.3646 -0.68
C 1.2153 -3.3463 -4.7424 -0.54
C 0.7972 -4.4235 -3.7332 0.54
O 1.1226 -5.7580 -4.1669 -0.71
H 0.6079 -1.9438 -3.3999 0.26
H 0.7902 -3.5603 -5.7140 0.50
H 2.3093 -3.4068 -4.9770 0.17
H -0.2966 -4.2535 -3.6754 0.12
H 1.2513 -4.2167 -2.7850 -0.31
H 1.2261 -6.1550 -3.2624 0.38
O -0.9627 0.0414 0.5931 1.48
C 0.3169 -0.5788 0.6672 0.92
C 0.2277 -1.7383 -0.3245 1.08
O 0.1399 -1.2204 -1.6591 1.55
H -0.9740 0.5976 -0.2023 -0.91
H 1.1030 0.0445 0.2533 0.68
H 0.5788 -0.8899 1.6977 -1.24
H -0.6733 -2.3517 -0.2091 -0.85
H 1.0904 -2.4093 -0.2114 -1.19
H 0.8765 -0.6171 -1.7734 -0.75
```

Summary:
- ΔE to the lowest compared entry with this formula, charge and spin (kcal/mol) = 23.39
- SMILES string = COCCNCCOC.COCCNCCOC.COCCNCCOC.COCCNCCOC.COCCNCCOC.COCCNCCOC.OCCO.OCCO.OCCO.OCCO
- HOMO (eV) = -8.5
- orbital gap (eV) = 9.0


[2]
The following is a quantum chemistry calculation of a 14-piece molecular cluster, C44H116N14O24 overall at a distorted geometry, from OMol25.

```
198
Properties=species:S:1:pos:R:3:mulliken_charge:R:1
C 6.9775 16.4772 11.7511 -0.93
N 6.4583 15.4910 10.6531 -0.05
C 5.6273 14.4024 11.3963 -0.90
C 5.4835 16.2218 9.7483 -0.88
C 7.5506 14.8218 9.9308 -0.29
C 8.7088 15.7572 9.5875 -0.79
O 9.5247 15.3251 8.6400 -0.51
H 7.6933 17.2366 11.4366 0.38
H 7.6446 15.9607 12.4413 0.42
H 6.2113 17.1143 12.1928 0.39
H 6.2766 13.8250 12.0544 0.39
H 5.0732 13.7339 10.7375 0.38
H 4.8408 14.8188 12.0257 0.41
H 4.6412 16.6194 10.3145 0.41
H 5.1214 15.3939 9.1387 0.41
H 5.9166 17.0226 9.1491 0.33
H 7.0070 14.2594 9.1716 0.49
H 8.0468 14.1523 10.6333 0.24
H 9.4505 15.9980 10.3490 0.37
H 8.3104 16.7054 9.2265 0.42
H 9.0614 15.3749 7.8007 0.31
C 4.5087 -1.0216 -0.0991 -0.88
N 3.3699 -0.6167 0.9120 0.02
C 3.6618 -1.3576 2.3082 -0.90
C 3.3426 0.9179 1.1251 -0.82
C 2.0339 -1.1372 0.3101 -0.48
C 0.7317 -1.1097 1.0567 -0.83
O 0.3860 0.1109 1.5868 -0.50
H 4.4926 -2.0975 -0.2733 0.40
H 5.5487 -0.8096 0.1490 0.35
H 4.2355 -0.6426 -1.0839 0.40
H 4.6568 -1.0460 2.6261 0.41
H 3.7011 -2.4463 2.2728 0.35
H 2.9558 -1.0257 3.0695 0.37
H 2.7436 1.2547 1.9712 0.32
H 2.9672 1.3794 0.2118 0.39
H 4.3739 1.2533 1.2348 0.37
H 2.1604 -2.2187 0.2595 0.35
H 1.9691 -0.8500 -0.7394 0.53
H 0.8617 -1.8311 1.8634 0.34
H -0.0655 -1.5213 0.4378 0.45
H -0.2258 0.5130 0.9658 0.35
C -7.1360 19.4425 8.4168 -0.83
N -7.0514 18.4047 7.3106 -0.11
C -5.6025 18.3134 6.7794 -0.88
C -7.4156 16.9708 7.7722 -0.83
C -7.9249 18.8519 6.0824 -0.45
C -9.4116 18.2837 5.9469 -0.69
O -9.9750 18.5490 7.2364 -0.49
H -6.4591 19.1242 9.2097 0.40
H -8.1666 19.4894 8.7684 0.30
H -6.9034 20.3890 7.9288 0.37
H -4.8600 18.1792 7.5660 0.36
H -5.4471 19.3172 6.3839 0.41
H -5.4625 17.4847 6.0854 0.42
H -6.8680 16.7994 8.6990 0.38
H -7.1545 16.3532 6.9129 0.39
H -8.4900 16.9719 7.9561 0.34
H -7.4718 18.3019 5.2576 0.37
H -7.8249 19.8958 5.7848 0.41
H -9.4883 17.2449 5.6258 0.35
H -9.9836 18.7661 5.1543 0.46
H -10.9295 18.5688 7.1364 0.32
C 5.8482 10.1756 18.4948 -0.78
N 5.8644 8.7475 17.8496 -0.25
C 7.2596 8.4348 17.3154 -0.83
C 5.4510 7.7607 18.9810 -0.88
C 4.9606 8.6777 16.6050 -0.52
C 3.4996 9.1422 16.8668 -0.59
O 2.8207 8.9740 15.6948 -0.52
H 5.8243 10.9089 17.6888 0.33
H 6.8047 10.0937 19.0110 0.45
H 5.0161 10.3970 19.1632 0.35
H 7.9385 8.4965 18.1659 0.42
H 7.5014 9.2020 16.5799 0.39
H 7.2538 7.4706 16.8070 0.35
H 6.2468 7.7976 19.7249 0.41
H 5.4393 6.7466 18.5815 0.34
H 4.5238 8.1280 19.4209 0.41
H 5.0413 7.7417 16.0523 0.43
H 5.4983 9.4364 16.0362 0.40
H 3.3573 10.2200 16.9457 0.34
H 2.9930 8.7907 17.7657 0.38
H 1.8909 9.0776 15.9105 0.35
C 3.7115 12.3273 -1.1161 -1.37
C 4.3413 10.9032 -0.9203 0.07
C 4.1819 10.6651 0.5660 -0.77
O 4.7063 9.3829 1.0144 -0.32
C 4.4781 9.0468 2.3830 -0.81
N 3.5648 9.9128 -1.8487 -0.28
H 4.1177 9.0694 -1.7938 0.35
H 2.6758 9.7825 -1.3874 0.37
H 3.5457 10.1671 -2.8260 0.34
H 3.9926 13.1773 -0.4942 0.37
H 2.6534 12.2485 -0.8662 0.46
H 3.6607 12.7411 -2.1232 0.37
H 5.3299 10.8886 -1.3792 0.35
H 3.1298 10.8164 0.8075 0.46
H 4.6046 11.4995 1.1256 0.44
H 5.0455 9.6396 3.1004 0.33
H 4.8977 8.0725 2.6337 0.29
H 3.4778 9.2264 2.7769 0.35
C -4.6242 -6.7573 11.7445 -1.36
C -3.4911 -6.1543 10.9495 -0.02
C -3.9531 -5.6564 9.5099 -0.55
O -4.7093 -4.4721 9.6446 -0.35
C -4.5039 -3.5158 8.5750 -0.87
N -2.8544 -5.0184 11.7728 -0.22
H -1.8656 -4.9729 11.5718 0.34
H -3.3988 -4.1917 11.5723 0.36
H -2.9636 -5.3212 12.7302 0.34
H -4.2070 -7.0595 12.7050 0.41
H -4.9624 -7.5606 11.0900 0.39
H -5.5880 -6.2485 11.7290 0.37
H -2.7531 -6.9560 10.9252 0.34
H -4.4593 -6.4457 8.9540 0.44
H -3.0091 -5.3086 9.0905 0.34
H -5.0224 -2.5602 8.6529 0.34
H -4.7103 -3.8715 7.5655 0.37
H -3.4772 -3.1886 8.4110 0.33
C -1.7295 10.7600 8.0191 -1.35
C -2.2158 9.4421 7.2539 -0.30
C -2.4909 8.2661 8.3050 -0.80
N -2.9588 6.9144 7.7076 0.28
C -3.0793 6.0298 8.9787 -1.27
C -1.9714 6.2105 6.7439 -0.68
C -2.5735 6.4253 5.3300 -0.55
C -4.0195 6.0513 5.6393 -0.49
C -4.2861 6.7957 6.9166 -0.55
H -1.2629 11.5153 7.3867 0.36
H -1.0202 10.5602 8.8223 0.34
H -2.5537 11.2158 8.5677 0.37
H -1.6243 9.1540 6.3849 0.38
H -3.1414 9.7794 6.7874 0.32
H -3.3274 8.5642 8.9370 0.46
H -1.6610 8.0403 8.9747 0.43
H -2.1018 5.9179 9.4477 0.40
H -3.5662 5.0925 8.7094 0.47
H -3.8874 6.5022 9.5373 0.49
H -1.7944 5.1890 7.0806 0.38
H -1.0771 6.7963 6.9562 0.37
H -2.1860 5.8756 4.4722 0.39
H -2.4431 7.4275 4.9218 0.25
H -4.0721 4.9789 5.8269 0.28
H -4.6390 6.3472 4.7926 0.37
H -5.1655 6.3660 7.3963 0.36
H -4.4904 7.8550 6.7613 0.25
C 4.0042 1.3160 22.8033 -1.40
C 3.1402 0.3481 22.0146 -0.40
C 3.3421 0.3659 20.4980 -0.80
N 2.1108 0.2051 19.5695 0.05
C 1.5471 -1.2355 19.6774 -0.85
C 2.5067 0.5590 18.1592 -0.73
C 1.2004 0.9158 17.4107 -0.63
C 0.4600 1.7645 18.4462 -0.53
C 0.9957 1.2358 19.8447 -0.49
H 5.0403 0.9780 22.8237 0.35
H 3.6408 1.2232 23.8267 0.38
H 4.0990 2.3578 22.4970 0.36
H 2.0855 0.5239 22.2267 0.35
H 3.2807 -0.6602 22.4042 0.42
H 4.1849 -0.2010 20.1025 0.54
H 3.6543 1.3568 20.1684 0.37
H 1.3122 -1.2978 20.7399 0.37
H 2.4440 -1.7825 19.3868 0.32
H 0.7263 -1.1545 18.9648 0.42
H 3.0941 -0.2634 17.7507 0.41
H 3.1270 1.4553 18.1566 0.47
H 0.7309 -0.0361 17.1623 0.34
H 1.5367 1.5773 16.6123 0.36
H -0.6085 1.5716 18.3499 0.33
H 0.6120 2.8429 18.4913 0.33
H 0.2487 0.8182 20.5198 0.38
H 1.5104 2.1128 20.2372 0.26
N -2.4538 5.0101 -2.2015 1.00
O -1.2966 5.3618 -2.1103 -0.71
O -2.7933 3.9312 -1.6857 -0.68
O -3.3001 5.7329 -2.6723 -0.61
N -3.1310 13.4146 0.5469 0.98
O -2.7702 12.3317 0.9653 -0.67
O -3.1330 13.6045 -0.6190 -0.62
O -3.5708 14.3587 1.2728 -0.69
N -11.4537 3.2749 4.3454 0.97
O -12.2965 3.0658 5.2322 -0.65
O -10.4196 2.6212 4.3278 -0.67
O -11.7189 3.9949 3.3834 -0.64
N -6.6541 0.5369 13.8348 1.01
O -6.8420 1.6869 13.5256 -0.63
O -5.6743 -0.0024 13.4313 -0.71
O -7.4645 -0.0750 14.5837 -0.67
N -2.3291 16.0519 13.4546 0.96
O -3.2507 16.8279 13.6580 -0.62
O -1.3382 16.4688 12.8333 -0.69
O -2.3171 14.8499 13.7869 -0.66
N -9.4233 10.7638 10.6095 1.00
O -10.5841 10.8247 10.4810 -0.62
O -8.8903 11.2537 11.6426 -0.70
O -8.7026 10.2854 9.7420 -0.68
```

Summary:
- charge = +2
- HOMO (eV) = -5.2
- orbital gap (eV) = 0.2


The lowest HOMO belongs to which entry? C44H114N6O20


Which of these has the lowest orbital gap? C44H116N14O24


HOMO of number 2 (C44H116N14O24)? -5.2 eV


The lowest orbital gap belongs to which entry? C44H116N14O24